ORCA calculation (ωB97M-V with the def2-TZVPD basis set) on a structure of composition C23H25BrIMoN3O4 at a distorted geometry.

Computed properties:
* expectation value of S²: 2.012
* energy relative to the best compared isomer or geometry (same formula, charge and spin): 230.4 kJ/mol
* LUMO level (alpha / beta): -8.1 / -8.0 eV
* net charge: +2
* HOMO energy (alpha / beta): -0.50031 / -0.50034 Eh
* spin multiplicity: 3
* energy: -4296.08123 Eh
* gap between HOMO and LUMO (alpha / beta): 5.48 / 5.66 eV

The geometry in XYZ format:
```
58
Properties=species:S:1:pos:R:3:forces:R:3:nbo_charge:R:1
Mo -0.1641 -0.5504 0.5833 1.263 1.404 -1.349 1.80
N 1.4170 0.2438 1.9406 -0.043 -0.031 -0.062 -0.85
C 2.3669 1.2672 1.3639 0.057 0.042 0.003 -0.23
C 3.6015 0.6397 0.7566 -0.079 -0.103 -0.043 -0.42
C 3.3057 -0.2341 -0.4599 0.051 0.061 -0.012 -0.43
C 2.4701 0.4728 -1.5309 0.104 -0.110 0.086 -0.24
N 1.0906 -0.0947 -1.5794 -0.396 0.006 0.776 -0.81
H 0.9008 0.7178 2.6824 -0.061 -0.083 0.039 0.43
H 1.9672 -0.4772 2.4070 -0.017 -0.037 0.013 0.42
H 2.6530 1.9601 2.1528 -0.062 -0.037 0.079 0.23
H 1.8070 1.8326 0.6206 -0.019 0.132 0.081 0.22
H 4.1433 0.0491 1.5012 -0.002 0.083 0.056 0.23
H 4.2622 1.4635 0.4781 0.017 -0.034 -0.041 0.25
H 2.7759 -1.1374 -0.1483 0.100 -0.069 -0.015 0.20
H 4.2500 -0.5759 -0.8811 -0.015 -0.003 -0.023 0.25
H 2.9419 0.3618 -2.5072 -0.129 -0.037 -0.071 0.23
H 2.3894 1.5418 -1.3392 -0.024 0.005 -0.024 0.22
H 1.1602 -1.0459 -1.9394 -0.094 -0.024 -0.086 0.42
H 0.5347 0.4479 -2.2363 -0.051 -0.064 -0.038 0.40
O -3.2141 1.9575 1.2317 -0.057 0.062 0.236 -0.41
C -2.6196 1.0064 0.8919 0.364 -0.248 -0.256 0.77
O -1.3036 0.7049 1.2832 -0.917 0.198 0.543 -0.68
C -3.0501 -0.0595 -0.0694 0.189 0.016 0.060 0.08
C -4.3144 -0.1113 -0.5940 -0.139 -0.002 -0.050 -0.16
C -4.6053 -1.1286 -1.4999 -0.049 0.032 0.058 -0.09
C -3.6146 -2.0347 -1.8354 0.024 -0.032 -0.021 -0.21
C -2.3607 -1.9153 -1.2605 0.041 -0.066 0.003 0.08
N -2.0796 -0.9410 -0.3862 -0.109 0.181 -0.094 -0.50
H -5.0409 0.6325 -0.2954 -0.012 -0.018 -0.010 0.28
H -5.5953 -1.2135 -1.9279 0.016 0.024 -0.022 0.26
H -3.7994 -2.8340 -2.5388 -0.003 -0.011 0.018 0.26
H -1.5695 -2.6142 -1.4935 0.031 0.026 -0.032 0.23
O 1.2650 -3.3123 -1.6483 0.075 0.028 -0.148 -0.51
C 0.9101 -3.4017 -0.5190 -0.149 0.477 0.182 0.80
O 0.5308 -2.1400 0.0957 0.210 -1.830 0.273 -0.71
C 0.7628 -4.5695 0.3335 -0.088 0.043 0.030 -0.18
C 0.2484 -4.4884 1.6296 0.033 -0.017 0.054 -0.18
C 0.0419 -5.6457 2.3564 -0.011 -0.001 -0.039 -0.20
C 0.3421 -6.8789 1.7872 0.032 -0.002 0.019 -0.13
C 0.8838 -6.9595 0.5093 -0.011 -0.016 -0.010 -0.20
C 1.0969 -5.8074 -0.2228 0.036 -0.013 -0.006 -0.15
H 0.0222 -3.5286 2.0736 -0.053 0.008 -0.018 0.20
H -0.3570 -5.5948 3.3600 0.000 0.003 -0.005 0.24
H 0.1582 -7.7850 2.3492 0.029 0.005 0.005 0.24
H 1.1319 -7.9220 0.0840 0.002 0.003 0.008 0.25
H 1.5223 -5.8469 -1.2166 -0.054 -0.015 -0.016 0.25
Br 1.2284 4.7123 1.5375 0.012 -0.002 -0.039 0.05
C 0.0491 5.6627 0.4055 -0.027 0.015 0.022 0.00
C -0.0939 7.0250 0.6260 -0.022 0.018 -0.010 -0.25
C -0.9687 7.7641 -0.1549 0.023 -0.007 0.042 -0.17
C -1.7075 7.1472 -1.1520 -0.008 -0.023 -0.027 -0.18
C -1.5613 5.7885 -1.3849 0.017 0.050 0.015 -0.22
C -0.6767 5.0542 -0.6080 -0.006 0.049 -0.042 -0.23
I -0.4305 3.0396 -1.1067 -0.013 -0.012 -0.111 0.09
H 0.4849 7.5010 1.4051 -0.024 -0.006 0.016 0.24
H -1.0714 8.8257 0.0236 0.002 -0.009 -0.006 0.24
H -2.3913 7.7208 -1.7626 -0.004 -0.003 0.015 0.24
H -2.1263 5.3078 -2.1711 0.020 -0.003 -0.007 0.23
```
Forces are in eV/Å.